1.
Molecular formula: C12H24BCl14NO3
Method: DFT, wB97M-V/def2-TZVPD

Last column: Mulliken charge in e.
Element x y z (Å)
1 O 1.12675 1.16585 0.83706  -0.62
2 C 1.29628 1.48391 -0.33603  -0.07
3 N 2.31986 0.98275 -1.13967  -0.08
4 C 1.90298 1.08272 -2.54811  -0.42
5 C 0.92865 2.30176 -2.58115  -0.85
6 C 0.45893 2.46319 -1.12451  0.59
7 C -1.03845 2.41850 -0.76385  -0.63
8 B -1.87889 1.32289 -1.54559  0.66
9 O -2.15608 0.11405 -0.92247  -0.44
10 O -2.41277 1.52824 -2.80573  -0.63
11 H 2.45990 0.01381 -0.87438  0.09
12 H 2.72795 1.24324 -3.24011  0.32
13 H 1.34157 0.17963 -2.80927  0.31
14 H 0.17224 2.11690 -3.33830  0.14
15 H 1.51514 3.18210 -2.83852  0.36
16 H 0.81197 3.45431 -0.81870  0.36
17 H -1.12991 2.19651 0.30004  0.19
18 H -1.47362 3.39925 -0.96979  0.32
19 H -1.35442 -0.39318 -0.76010  0.08
20 H -1.81634 1.35187 -3.52981  0.27
21 C 5.19979 -1.63845 -1.59722  0.00
22 Cl 5.81817 0.01412 -1.69723  -0.15
23 Cl 3.64183 -1.82029 -2.42750  -0.12
24 H 5.91318 -2.29562 -2.07682  0.37
25 H 5.06209 -1.88644 -0.54702  -0.06
26 C 2.34588 -4.46664 1.04839  -0.10
27 Cl 3.82740 -3.51848 0.85579  -0.15
28 Cl 2.12860 -5.63408 -0.25859  -0.16
29 H 2.40599 -5.00180 1.98799  0.34
30 H 1.50735 -3.78430 1.04765  0.04
31 C -2.16687 -3.45290 0.37643  -0.24
32 Cl -0.89463 -2.85766 -0.70551  -0.13
33 Cl -1.50145 -4.30098 1.77304  -0.15
34 H -2.73806 -2.59970 0.72154  0.22
35 H -2.79230 -4.13663 -0.18370  0.32
36 C 2.69555 -0.35886 3.47287  0.03
37 Cl 3.76458 0.27979 4.72655  -0.18
38 Cl 2.42951 -2.10252 3.65822  -0.16
39 H 1.74024 0.14249 3.53929  0.20
40 H 3.14600 -0.18137 2.50607  0.12
41 C -3.90985 2.83296 1.74800  -0.17
42 Cl -2.66489 4.09141 1.78680  -0.16
43 Cl -4.99803 2.93960 3.13743  -0.15
44 H -4.49174 2.95057 0.84198  0.33
45 H -3.41906 1.86650 1.76377  0.17
46 C -2.07831 3.61289 5.32774  0.39
47 Cl -0.83031 4.86426 5.33867  -0.17
48 Cl -3.16721 3.73978 6.71481  -0.17
49 H -2.66329 3.72082 4.42581  -0.33
50 H -1.59552 2.64350 5.35785  0.25
51 C -2.98452 -3.13198 -4.21279  -0.27
52 Cl -4.64397 -3.74236 -4.25104  -0.17
53 Cl -2.89985 -1.46491 -3.63469  -0.04
54 H -2.40796 -3.75510 -3.53917  0.18
55 H -2.58009 -3.17594 -5.21640  0.32

Values from the calculation:
HOMO-LUMO gap: 10.1 eV
SMILES: O=C1NCC[C@H]1CB(O)O.ClCCl.ClCCl.ClCCl.ClCCl.ClCCl.ClCCl.ClCCl
HOMO energy: -10.05 eV
multiplicity: 1
charge: 0

***

2.
Molecular formula: C12H24BN6PdS2
Method: DFT, wB97M-V/def2-TZVPD

Last column: Mulliken spin population.
Element x y z (Å)
1 Pd -0.39405 0.08160 -0.67916  1.02
2 N -2.63467 0.62138 -1.12568  0.08
3 C -3.29192 0.04727 0.08169  -0.02
4 C -4.18903 -1.12868 -0.26750  0.00
5 C -3.54633 -2.23519 -1.11421  0.00
6 C -2.23816 -2.81246 -0.57481  0.00
7 N -1.05129 -2.13106 -1.14871  0.07
8 H -2.66834 1.63220 -1.10488  0.00
9 H -3.14196 0.33422 -1.95413  -0.01
10 H -3.88411 0.80533 0.59319  0.00
11 H -2.52414 -0.27433 0.78548  0.00
12 H -5.07412 -0.76018 -0.79375  0.00
13 H -4.54228 -1.56092 0.67150  0.00
14 H -3.37684 -1.89208 -2.14125  0.00
15 H -4.27658 -3.04065 -1.19349  0.00
16 H -2.19319 -3.87715 -0.80378  0.00
17 H -2.20389 -2.71438 0.51136  0.00
18 H -1.10511 -2.19307 -2.16052  0.00
19 H -0.20474 -2.62353 -0.88116  0.00
20 C 1.00347 2.34695 -3.14542  0.00
21 N 1.98290 2.27902 -2.07183  0.01
22 C 3.34461 2.22613 -2.24232  0.02
23 C 3.89149 2.14262 -1.00541  0.00
24 N 2.87749 2.16514 -0.08847  0.02
25 B 3.05759 2.07611 1.46048  0.00
26 N 2.31226 0.81929 2.07434  0.01
27 C 2.10828 0.78915 3.43880  0.00
28 C 1.50130 -0.37133 3.75604  0.01
29 N 1.32220 -1.05211 2.57209  0.01
30 C 0.68407 -2.34916 2.43124  0.01
31 C 1.81896 -0.30790 1.54989  0.00
32 S 1.79678 -0.83990 -0.10360  0.24
33 C 1.71771 2.25515 -0.74584  -0.02
34 S 0.15366 2.29936 -0.01358  0.53
35 H 1.53424 2.36759 -4.09182  0.00
36 H 0.39873 3.24482 -3.05329  0.00
37 H 0.35714 1.47865 -3.11997  0.00
38 H 3.80069 2.25415 -3.21727  0.00
39 H 4.92139 2.06273 -0.70187  0.00
40 H 4.23598 1.97487 1.68387  0.00
41 H 2.54911 3.05049 1.95959  0.01
42 H 2.42490 1.60357 4.06755  0.00
43 H 1.18186 -0.76580 4.70542  0.00
44 H 0.42727 -2.71687 3.42080  0.00
45 H 1.35692 -3.05220 1.94645  0.00
46 H -0.22025 -2.25883 1.83395  -0.01

Values from the calculation:
HOMO-LUMO gap (alpha / beta): 8.0 / 5.4 eV
⟨S²⟩: 2.01
HOMO energy (alpha / beta): -10.26 / -11.13 eV
multiplicity: 3
charge: +1

***

3.
Molecular formula: C12H24Cl12
Method: DFT, wB97M-V/def2-TZVPD

Last column: Mulliken charge in e.
Element x y z (Å)
1 Cl 18.75868 -15.60816 1.01465  -0.22
2 C 17.55731 -16.90351 1.36734  -0.30
3 C 16.17002 -16.49300 0.89462  -0.02
4 Cl 15.61335 -14.99484 1.65958  -0.19
5 H 17.59100 -16.97956 2.45371  0.35
6 H 17.93711 -17.82784 0.94728  0.17
7 H 15.47371 -17.28214 1.17169  0.13
8 H 16.21189 -16.38246 -0.18694  0.10
9 Cl 14.82500 -15.78845 -6.31270  -0.20
10 C 15.22243 -15.29732 -4.65729  -0.39
11 C 14.58245 -16.32212 -3.70360  -0.10
12 Cl 14.49293 -15.65495 -2.04456  -0.21
13 H 14.65800 -14.38362 -4.49611  0.34
14 H 16.29239 -15.27967 -4.49657  0.32
15 H 15.18744 -17.22048 -3.61351  -0.11
16 H 13.57738 -16.56368 -4.03050  0.39
17 Cl 18.75036 -22.42717 -6.92229  -0.12
18 C 18.72969 -24.14683 -7.40510  -0.64
19 C 19.61859 -24.46882 -8.61043  -0.39
20 Cl 21.29121 -24.00536 -8.23900  -0.17
21 H 17.68705 -24.43639 -7.52282  0.37
22 H 19.08936 -24.74023 -6.56567  0.30
23 H 19.34624 -23.98856 -9.54546  0.30
24 H 19.46920 -25.53784 -8.76952  0.31
25 Cl 17.69656 -19.18056 -1.43018  -0.11
26 C 18.69149 -19.63517 -2.82144  -0.74
27 C 17.86666 -20.38979 -3.83621  0.21
28 Cl 16.79830 -19.23341 -4.70342  -0.20
29 H 19.46132 -20.31469 -2.44811  0.33
30 H 19.20864 -18.79116 -3.26827  0.40
31 H 17.21179 -21.11481 -3.35894  0.18
32 H 18.46324 -20.88246 -4.59709  -0.10
33 Cl 21.07724 -19.83680 -5.51121  -0.17
34 C 21.32572 -20.11521 -7.24401  -0.29
35 C 22.02142 -18.92297 -7.86076  -0.48
36 Cl 22.18262 -19.09485 -9.63716  -0.21
37 H 20.34352 -20.25564 -7.69233  0.24
38 H 21.80855 -21.07428 -7.41552  0.28
39 H 23.03714 -18.83200 -7.48848  0.32
40 H 21.42840 -18.03357 -7.67397  0.33
41 Cl 14.54802 -20.14911 0.58397  -0.19
42 C 15.34763 -21.59888 -0.12858  -0.19
43 C 14.39234 -22.29550 -1.07127  -0.49
44 Cl 14.16141 -21.42041 -2.57983  -0.14
45 H 15.63108 -22.23333 0.71004  0.33
46 H 16.27739 -21.28106 -0.59373  0.02
47 H 13.43447 -22.53067 -0.61952  0.39
48 H 14.87508 -23.25566 -1.28691  0.26

Values from the calculation:
HOMO-LUMO gap: 10.7 eV
SMILES: ClCCCl.ClCCCl.ClCCCl.ClCCCl.ClCCCl.ClCCCl
HOMO energy: -10.34 eV
energy relative to the best compared isomer or geometry (same formula, charge and spin): 52.1 kJ/mol
multiplicity: 1
charge: 0

***

4.
Molecular formula: C12H24Cl12F8MgN4O16S8
Method: DFT, wB97M-V/def2-TZVPD

Last column: Mulliken spin population.
Element x y z (Å)
1 Mg 17.30925 -13.12966 -0.33847  0.00
2 N 19.48098 -15.23846 2.98680  0.22
3 S 20.92848 -14.85859 3.55235  -0.03
4 O 21.35683 -13.44937 3.42096  0.05
5 O 21.88005 -15.94940 3.61806  0.05
6 F 20.45940 -14.80506 5.11945  0.00
7 S 20.00486 -14.96590 1.27604  -0.01
8 O 21.37489 -14.63478 0.95107  0.00
9 O 18.85484 -14.34743 0.55781  0.02
10 F 20.03193 -16.57064 0.76405  0.00
11 N 16.02343 -14.38160 -0.06964  0.00
12 S 14.59676 -14.55548 -0.56826  0.00
13 O 13.57284 -14.72569 0.46571  0.00
14 O 14.39820 -15.14913 -1.86228  0.00
15 F 14.42007 -13.01941 -0.91738  0.00
16 S 16.04256 -16.05030 0.55929  0.00
17 O 14.95350 -17.02429 0.47904  0.00
18 O 16.72374 -16.16494 1.82113  0.01
19 F 17.12100 -16.46263 -0.55973  0.00
20 N 17.71177 -11.66287 -1.30222  0.00
21 S 17.28349 -10.78705 -2.49138  0.00
22 O 17.86030 -11.01969 -3.81553  0.00
23 O 16.81287 -9.46550 -2.17348  0.00
24 F 15.83364 -11.52094 -2.57854  0.00
25 S 19.25915 -10.85885 -1.38308  0.00
26 O 19.36460 -9.54682 -0.78405  0.00
27 O 20.05752 -11.06827 -2.57060  0.00
28 F 19.71233 -11.81607 -0.23390  0.00
29 N 16.58639 -14.00308 3.37363  0.42
30 S 15.14634 -13.65468 3.83541  -0.06
31 O 14.15425 -13.35017 2.76895  0.16
32 O 14.98470 -13.18044 5.21637  0.15
33 F 14.99950 -15.26220 4.03377  0.00
34 S 16.97166 -12.43856 2.89726  -0.02
35 O 16.50944 -11.33253 3.69044  0.02
36 O 17.01779 -12.19873 1.43230  0.02
37 F 18.56971 -12.47869 3.23565  0.00
38 Cl 21.84258 -8.29957 4.45331  0.00
39 C 21.95346 -8.55517 2.71248  0.00
40 C 20.67271 -8.35188 2.01482  0.00
41 Cl 19.49935 -9.50787 2.53161  0.00
42 H 22.47162 -9.50072 2.55272  0.00
43 H 22.65349 -7.87207 2.23139  0.00
44 H 20.68566 -8.15212 0.94337  0.00
45 H 20.30267 -7.36690 2.29941  0.00
46 Cl 15.32471 -10.41790 -5.56881  0.00
47 C 16.32249 -9.88173 -7.00339  0.00
48 C 17.61147 -10.70322 -7.18924  0.00
49 Cl 17.32055 -12.28744 -7.85772  0.00
50 H 16.77106 -8.90663 -6.81348  0.00
51 H 15.77450 -9.89288 -7.94556  0.00
52 H 18.15256 -10.89259 -6.26217  0.00
53 H 18.24810 -10.20832 -7.92266  0.00
54 Cl 15.65252 -4.87427 0.25348  0.00
55 C 16.51721 -6.39132 -0.25617  0.00
56 C 16.40991 -7.55002 0.77101  0.00
57 Cl 16.80116 -7.17209 2.45751  0.00
58 H 17.57016 -6.24467 -0.49679  0.00
59 H 16.14607 -6.83471 -1.18016  0.00
60 H 16.90003 -8.43349 0.36192  0.00
61 H 15.34272 -7.77087 0.75009  0.00
62 Cl 19.53357 -7.87924 -5.91357  0.00
63 C 20.88741 -9.05279 -5.85851  0.00
64 C 21.64119 -8.77047 -4.56449  0.00
65 Cl 23.07908 -9.94619 -4.39100  0.00
66 H 21.49989 -8.83655 -6.73385  0.00
67 H 20.40976 -10.03240 -5.84096  0.00
68 H 20.98678 -8.90310 -3.70294  0.00
69 H 22.06806 -7.76766 -4.58063  0.00
70 Cl 18.05086 -14.55893 -2.89547  0.00
71 C 17.80143 -14.08914 -4.60039  0.00
72 C 18.04666 -15.31464 -5.63441  0.00
73 Cl 16.70329 -16.40040 -5.59270  0.00
74 H 18.66066 -13.42051 -4.65317  0.00
75 H 16.81552 -13.63798 -4.71229  0.00
76 H 18.95299 -15.84097 -5.33496  0.00
77 H 18.24657 -15.01700 -6.66375  0.00
78 Cl 11.77296 -7.11810 -4.88840  0.00
79 C 13.14814 -8.09964 -4.24696  0.00
80 C 13.56894 -7.82382 -2.86912  0.00
81 Cl 13.87982 -5.99334 -2.65259  0.00
82 H 14.06286 -7.84225 -4.78095  0.00
83 H 13.05773 -9.15932 -4.48570  0.00
84 H 14.44354 -8.44924 -2.69019  0.00
85 H 12.88631 -8.17606 -2.09578  0.00

Values from the calculation:
HOMO-LUMO gap (alpha / beta): 9.0 / 3.2 eV
⟨S²⟩: 0.76
HOMO energy (alpha / beta): -8.60 / -7.83 eV
multiplicity: 2
charge: -1

***

Question: Which formula does entry 1 have?
Answer: C12H24BCl14NO3